## one
{"formula": "C3H7N2O", "method": "ωB97M-V with the def2-TZVPD basis set", "total_charge": 1, "homo_energy_ev": -15.51, "orbital_gap_ev": 11.71, "symbols": ["C", "C", "C", "N", "N", "O", "H", "H", "H", "H", "H", "H", "H"], "coordinates": [[4.021, 0.351, 0.074], [-0.088, -0.955, -0.049], [-2.039, 0.599, -0.147], [0.748, 0.048, 0.039], [-1.383, -0.711, -0.035], [5.120, 0.596, 0.018], [0.407, -1.906, 0.183], [-3.094, 0.304, -0.396], [-1.626, 1.274, -0.808], [-2.119, 0.949, 0.849], [1.695, -0.164, -0.227], [0.431, 0.993, 0.251], [-2.073, -1.377, 0.248]]}

---

## two
{"formula": "C3H7N2O", "method": "ωB97M-V with the def2-TZVPD basis set", "total_charge": 1, "homo_energy_ev": -13.39, "orbital_gap_ev": 9.75, "symbols": ["C", "C", "N", "C", "N", "H", "H", "H", "H", "H", "H", "H", "O"], "coordinates": [[-1.642, -1.280, -0.565], [-1.369, 0.036, -0.846], [-0.294, 0.048, -1.679], [0.195, -1.183, -1.832], [-0.605, -1.987, -1.146], [-2.335, -1.801, 0.065], [-2.011, 0.827, -0.498], [0.229, 0.872, -1.877], [0.987, -1.462, -2.494], [-0.622, -2.976, -1.316], [2.687, 3.437, 5.394], [3.392, 2.670, 4.355], [2.638, 3.290, 4.430]]}

---

Which of them is most stable? Easy: two.

---

## one
{"formula": "C3H7N2O", "method": "ωB97M-V with the def2-TZVPD basis set", "total_charge": 1, "homo_energy_ev": -14.88, "orbital_gap_ev": 11.36, "symbols": ["C", "C", "N", "C", "N", "H", "H", "H", "H", "H", "H", "H", "O"], "coordinates": [[-0.011, 0.859, -1.595], [1.312, 0.643, -1.422], [1.430, -0.328, -0.444], [0.218, -0.711, -0.055], [-0.662, -0.119, -0.852], [-0.560, 1.437, -2.316], [2.146, 0.939, -2.034], [2.280, -0.625, 0.013], [0.044, -1.489, 0.667], [-1.652, -0.181, -0.657], [-1.836, -0.939, 2.668], [-2.348, 0.126, 3.622], [-1.563, -0.153, 3.144]]}

---

## two
{"formula": "C3H7N2O", "method": "ωB97M-V with the def2-TZVPD basis set", "total_charge": 1, "homo_energy_ev": [-14.90, -15.08], "orbital_gap_ev": [10.55, 9.27], "symbols": ["C", "C", "C", "N", "N", "O", "H", "H", "H", "H", "H", "H", "H"], "coordinates": [[1.163, 0.308, -0.703], [0.289, -0.965, -0.508], [-0.507, 0.854, 0.699], [0.669, 1.330, 0.131], [-0.961, -0.424, 0.067], [0.482, 0.750, 1.499], [2.226, 0.061, -0.436], [1.123, 0.770, -1.742], [0.014, -1.728, -1.210], [0.858, -1.577, 0.309], [-2.295, 2.021, 1.853], [-1.638, -0.289, -0.675], [-1.421, -1.111, 0.715]]}

---

## three
{"formula": "C3H7N2O", "method": "ωB97M-V with the def2-TZVPD basis set", "total_charge": 1, "homo_energy_ev": -15.78, "orbital_gap_ev": 9.95, "symbols": ["C", "C", "C", "N", "N", "O", "H", "H", "H", "H", "H", "H", "H"], "coordinates": [[0.427, -1.160, -0.245], [-1.479, -0.914, -0.344], [1.275, 1.167, 0.379], [0.211, 0.259, 0.102], [-1.122, 0.384, 0.015], [-1.807, 1.372, 0.197], [0.860, -1.861, 0.552], [0.860, -1.113, -1.234], [-1.982, -0.946, -1.259], [-2.073, -1.453, 0.296], [2.176, 0.761, -0.045], [0.993, 2.179, 0.141], [1.660, 1.325, 1.446]]}

---

Which of them is most stable? Easy: one.

---

## one
{"formula": "C5H9NO2S", "method": "ωB97M-V with the def2-TZVPD basis set", "total_charge": 0, "homo_energy_ev": -9.15, "smiles": "C[C@]1(C(=O)O)NCCS1", "orbital_gap_ev": 9.72, "symbols": ["C", "C", "C", "O", "O", "N", "C", "C", "S", "H", "H", "H", "H", "H", "H", "H", "H", "H"], "coordinates": [[-0.528, -1.332, 1.346], [-0.639, -0.172, 0.361], [-2.104, -0.005, -0.018], [-3.015, -0.516, 0.575], [-2.197, 0.797, -1.071], [0.173, -0.292, -0.954], [1.532, 0.151, -0.839], [1.516, 1.526, -0.207], [0.104, 1.375, 1.080], [-0.788, -1.051, 2.457], [0.404, -1.871, 1.576], [-1.265, -2.241, 1.151], [-1.418, 1.140, -1.514], [0.055, -1.266, -1.366], [2.100, 0.086, -1.791], [2.252, -0.489, -0.248], [2.442, 1.713, 0.371], [1.376, 2.448, -0.908]]}

---

## two
{"formula": "C5H9NO2S", "method": "ωB97M-V with the def2-TZVPD basis set", "total_charge": 0, "homo_energy_ev": -9.68, "orbital_gap_ev": 10.45, "symbols": ["C", "C", "C", "C", "C", "N", "O", "O", "S", "H", "H", "H", "H", "H", "H", "H", "H", "H"], "coordinates": [[-1.614, 1.841, 0.292], [-0.793, 1.453, 1.255], [-0.489, -2.725, -1.277], [-0.102, 2.201, 2.211], [0.874, -2.573, -1.568], [-1.615, -2.682, -1.146], [0.843, -0.582, 1.466], [-1.618, -0.562, 2.493], [-0.577, -0.366, 1.157], [-1.966, 1.128, -0.366], [-1.750, 2.882, 0.215], [0.968, 2.007, 2.070], [-0.227, 3.386, 2.169], [-0.318, 1.886, 3.214], [1.241, -1.654, -0.975], [1.457, -3.458, -1.209], [1.036, -2.650, -2.762], [-2.293, -1.008, 1.954]]}

---

Which of them is most stable? Easy: one.

---

## one
{"formula": "C3H17N2O3", "method": "ωB97M-V with the def2-TZVPD basis set", "spin_multiplicity": 2, "total_charge": 2, "homo_energy_ev": [-15.71, -15.71], "orbital_gap_ev": [8.42, 2.01], "symbols": ["C", "N", "C", "N", "C", "H", "H", "H", "H", "H", "H", "H", "H", "H", "H", "H", "H", "H", "O", "H", "H", "O", "H", "H", "O"], "coordinates": [[-1.042, 1.526, -2.063], [-2.062, 2.047, -1.197], [-0.051, 0.789, -1.097], [-0.588, -0.461, -0.391], [0.006, -0.556, 0.991], [-1.415, 0.832, -2.814], [-0.445, 2.288, -2.637], [-2.783, 2.619, -1.677], [-1.724, 2.695, -0.474], [0.974, 0.510, -1.461], [0.191, 1.531, -0.337], [-0.242, -1.237, -0.962], [-1.599, -0.294, -0.359], [0.167, -1.560, 1.296], [0.951, -0.079, 1.156], [-0.704, -0.063, 1.714], [2.400, -1.694, 0.657], [2.226, -3.237, 0.626], [1.775, -2.400, 0.439], [0.653, -2.994, -3.514], [1.460, -2.711, -2.239], [1.149, -2.307, -3.060], [0.763, 1.131, 5.385], [-0.453, 1.719, 6.210], [0.393, 1.908, 5.810]]}

---

## two
{"formula": "C3H17N2O3", "method": "ωB97M-V with the def2-TZVPD basis set", "spin_multiplicity": 2, "total_charge": 2, "homo_energy_ev": [-17.45, -17.31], "orbital_gap_ev": [5.52, 3.06], "symbols": ["C", "C", "C", "N", "N", "H", "H", "H", "H", "H", "H", "H", "H", "H", "H", "H", "H", "H", "O", "H", "H", "O", "H", "H", "O"], "coordinates": [[-0.550, 0.862, -0.281], [0.902, 0.641, -0.787], [1.086, 0.677, -2.259], [-3.899, 0.177, 0.131], [-0.581, 0.870, 1.147], [-0.964, 1.778, -0.705], [-1.152, -0.032, -0.619], [1.279, -0.316, -0.449], [1.461, 1.430, -0.195], [0.697, 1.477, -2.882], [0.433, -0.189, -2.550], [-3.163, 0.558, 0.735], [2.066, 0.339, -2.603], [-3.980, -0.836, 0.342], [-4.819, 0.602, 0.364], [-1.451, 0.863, 1.644], [2.637, -0.140, 1.275], [1.477, -1.343, 2.832], [1.259, -1.115, 1.900], [-0.033, 0.078, 1.494], [3.922, 0.774, 1.043], [3.171, 0.328, 0.608], [-0.151, -3.190, -0.387], [0.506, -2.057, 0.442], [-0.151, -2.237, -0.240]]}

---

Which of them is most stable? Easy: one.

---

## one
{"formula": "C2H14O4S2", "method": "ωB97M-V with the def2-TZVPD basis set", "total_charge": 0, "homo_energy_ev": -8.40, "smiles": "CSSC.O.O.O.O", "orbital_gap_ev": 8.87, "symbols": ["C", "S", "S", "C", "H", "H", "H", "H", "H", "H", "O", "H", "H", "O", "H", "H", "O", "H", "H", "O", "H", "H"], "coordinates": [[-1.854, 1.315, 0.440], [-1.483, 0.175, -0.998], [-0.559, -1.511, -0.470], [1.125, -1.278, -1.138], [-2.638, 0.910, 1.056], [-0.901, 1.467, 0.943], [-2.065, 2.238, -0.093], [1.796, -1.695, -0.384], [1.231, -1.861, -2.052], [1.480, -0.280, -1.380], [-3.582, -0.896, 2.582], [-4.385, -0.923, 2.049], [-3.764, -1.582, 3.243], [3.415, 3.256, 0.122], [3.793, 3.071, -0.758], [3.256, 4.231, 0.082], [4.740, 1.862, -1.922], [5.506, 1.745, -1.357], [4.442, 0.924, -1.962], [-3.340, -3.677, 0.986], [-3.083, -4.535, 0.621], [-3.131, -2.955, 0.390]]}

---

## two
{"formula": "C2H14O4S2", "method": "ωB97M-V with the def2-TZVPD basis set", "total_charge": 0, "homo_energy_ev": -8.76, "smiles": "CSSC.O.O.O.O", "orbital_gap_ev": 9.23, "symbols": ["C", "S", "S", "C", "H", "H", "H", "H", "H", "H", "O", "H", "H", "O", "H", "H", "O", "H", "H", "O", "H", "H"], "coordinates": [[-0.861, 0.824, -0.689], [-0.730, -0.909, -1.037], [0.428, -1.925, 0.227], [2.141, -2.097, -0.356], [-1.483, 0.866, 0.150], [0.178, 1.132, -0.454], [-0.950, 1.471, -1.603], [2.298, -2.760, -1.220], [2.658, -1.214, -0.475], [2.487, -2.680, 0.554], [-2.742, 0.953, 2.483], [-1.926, 0.584, 2.304], [-3.402, 0.561, 1.908], [0.949, 2.518, 1.701], [1.667, 1.943, 2.016], [0.948, 3.163, 2.475], [3.364, 0.734, -3.166], [2.937, 0.418, -3.979], [3.105, 1.627, -3.131], [-3.722, -1.331, 0.657], [-3.255, -2.033, 0.241], [-4.088, -1.844, 1.394]]}

---

Which of them is most stable? Easy: one.

---

## one
{"formula": "C4H9NO", "method": "ωB97M-V with the def2-TZVPD basis set", "spin_multiplicity": 2, "total_charge": -1, "homo_energy_ev": [0.68, -3.42], "orbital_gap_ev": [3.83, 7.75], "symbols": ["C", "C", "N", "C", "C", "O", "H", "H", "H", "H", "H", "H", "H", "H", "H"], "coordinates": [[-0.128, -2.013, 0.714], [-0.592, -0.704, 0.164], [0.424, 0.350, 0.068], [-0.076, 1.591, 0.666], [0.658, 0.602, -1.364], [-1.845, -0.452, 0.014], [-0.998, -2.631, 0.939], [0.525, -2.694, 0.142], [0.466, -1.858, 1.649], [-1.123, 1.779, 0.402], [0.393, 2.413, 0.108], [0.177, 1.721, 1.713], [1.382, 1.407, -1.528], [1.038, -0.308, -1.838], [-0.301, 0.798, -1.848]]}

---

## two
{"formula": "C4H9NO", "method": "ωB97M-V with the def2-TZVPD basis set", "spin_multiplicity": 2, "total_charge": -1, "homo_energy_ev": [0.32, -3.30], "orbital_gap_ev": [4.04, 7.55], "symbols": ["O", "C", "H", "H", "N", "C", "C", "C", "H", "H", "H", "H", "H", "H", "H"], "coordinates": [[0.240, -0.060, -2.286], [-0.954, -0.220, -1.917], [-1.509, 0.560, -1.367], [-1.571, -1.034, -2.361], [1.793, -0.753, 1.034], [0.875, 0.364, 0.819], [-1.499, 0.752, 1.508], [-0.568, -0.038, 0.917], [2.735, -0.400, 1.076], [1.755, -1.471, 0.332], [1.017, 0.813, -0.182], [1.072, 1.153, 1.542], [-2.385, 0.351, 1.989], [-1.354, 1.823, 1.637], [-0.861, -1.034, 0.599]]}

---

Which of them is most stable? Easy: one.